1.
18
Properties=species:S:1:pos:R:3:forces:R:3 method="wB97M-V/def2-TZVPD" lumo_energy_ev=3.3 gap_ev=5.6 total_charge=-1
C -0.388 2.320 -0.749 0.3 -0.5 -0.2
C -1.590 1.431 -0.099 1.3 -0.2 -0.1
C -1.380 -0.064 -0.672 -0.7 -0.9 -2.3
O -1.507 -0.255 -1.897 0.2 0.6 3.9
O -1.015 -1.157 0.181 0.0 2.5 -1.3
C 0.335 -0.821 0.629 1.3 0.5 1.2
C 1.217 -2.078 1.084 0.2 -0.4 -0.7
N 1.506 -3.066 0.025 -0.5 0.5 1.2
I 3.168 -2.486 -1.076 -0.1 0.2 0.1
H 0.210 2.890 0.030 -0.8 -0.8 -0.9
H 0.315 1.602 -1.301 -0.9 1.3 0.8
H -0.762 3.066 -1.520 0.3 -1.0 1.0
H -1.522 1.456 1.048 -0.3 -0.1 -1.8
H -2.552 1.882 -0.494 1.0 -1.0 0.7
H 0.243 -0.128 1.547 0.1 -0.6 -1.3
H 0.875 -0.286 -0.222 -0.5 -0.7 1.1
H 0.657 -2.626 1.918 0.4 0.6 -1.0
H 2.190 -1.680 1.568 -1.4 0.0 -0.4

***

2.
18
Properties=species:S:1:pos:R:3:forces:R:3 method="wB97M-V/def2-TZVPD" lumo_energy_ev="-12.3 / -11.7" gap_ev="6.1 / 6.6" total_charge=+2
O 2.340 0.120 0.135 -4.6 -6.9 2.5
C 1.036 -0.240 0.343 0.9 -1.5 1.6
C 0.828 -1.763 0.432 0.3 -0.6 -0.5
O -0.249 -1.795 -0.512 -0.3 0.7 -1.0
C 0.096 -0.602 -1.181 0.0 -1.0 2.3
C -0.957 0.401 -1.307 -0.3 0.7 1.3
O -0.514 1.270 0.040 -0.9 -0.2 -3.6
C -1.490 1.286 1.050 -0.7 0.1 0.9
In 3.236 1.463 -0.427 5.4 7.6 -3.1
H 0.746 0.133 1.345 -0.4 0.4 -1.0
H 0.496 -2.134 1.411 0.2 0.1 -0.3
H 1.716 -2.300 0.059 -0.3 0.0 0.2
H 0.772 -0.703 -2.042 0.3 0.0 0.5
H -0.872 0.970 -2.246 -0.3 0.5 0.9
H -1.958 -0.002 -1.085 0.4 0.4 -0.2
H -1.165 1.999 1.817 0.1 -0.2 -0.2
H -2.470 1.609 0.660 0.4 -0.3 -0.1
H -1.592 0.288 1.508 -0.1 0.1 -0.1

***

3.
18
Properties=species:S:1:pos:R:3:forces:R:3 method="wB97M-V/def2-TZVPD" multiplicity=2 lumo_energy_ev="-13.6 / -14.4" gap_ev="7.5 / 6.9" total_charge=+3 s_squared=0.750
H -1.773 -0.345 -0.186 -1.0 -1.7 -2.4
O -0.324 0.303 -1.270 1.8 2.6 1.2
O 0.516 0.103 0.807 -2.2 0.3 -0.4
O -0.050 2.155 -0.048 -0.8 2.3 0.4
C -1.570 -0.430 -1.371 -2.0 0.4 3.0
C 1.454 0.539 1.536 1.0 0.2 0.9
C -1.433 -1.722 -2.108 -0.3 -0.5 0.3
C 1.984 -0.278 2.598 0.0 -0.1 -0.6
C -0.149 0.954 -0.151 3.3 -2.2 -3.4
H -2.272 0.277 -1.825 0.0 -0.2 0.0
H 1.864 1.528 1.290 -0.1 -0.2 0.3
H -1.819 -2.520 -1.460 0.2 0.0 -0.4
H -2.038 -1.700 -3.024 0.2 0.0 0.3
H -0.390 -1.936 -2.371 -0.2 0.0 0.1
H 3.079 -0.316 2.443 0.0 0.0 0.2
H 1.867 0.294 3.536 0.1 0.0 0.0
H 1.533 -1.271 2.649 0.1 0.2 0.1
Lu -0.478 4.366 -1.047 0.1 -1.0 0.4

***

4.
15
Properties=species:S:1:pos:R:3:forces:R:3 method="wB97M-V/def2-TZVPD" lumo_energy_ev=0.8 gap_ev=9.1 total_charge=0
C 2.073 0.582 -0.413 0.3 -0.7 0.6
C 1.313 0.188 0.890 1.1 -1.1 -2.3
C 0.352 -0.322 -0.192 -3.0 3.3 -0.4
C -0.272 -1.693 -0.158 1.4 0.6 3.6
C -1.187 1.369 -0.322 5.5 0.0 -5.2
N 1.232 0.093 -1.276 1.0 0.1 0.8
H 3.100 1.039 -0.537 -1.4 -0.4 -0.3
H 1.731 -0.743 1.315 0.2 0.9 0.6
H 1.089 1.025 1.510 -0.4 0.1 0.8
H -0.953 -1.794 0.812 1.5 -0.1 -2.3
H 0.565 -2.436 -0.225 -0.5 0.3 0.9
H -0.725 -1.872 -1.045 -2.2 -0.4 -2.5
H -1.431 1.684 -1.431 0.5 -1.2 2.2
H -0.544 2.137 0.067 -0.1 0.1 0.7
H -1.922 0.970 0.177 -4.0 -1.6 2.9

***

Q: Which electronic energy values were calculated for the entries above? A: -698.77572 -610.79095 -1655.82069 -250.48576, in hartree.
Q: Which relative energy (zero: lowest compared OMol25 entry of this formula, charge and spin) values were calculated for the entries above? A: 83.9 106.6 0.0 113.7, in kcal/mol.